Record 1
ORCA calculation (wB97M-V/def2-TZVPD) on a 5-piece molecular cluster, C24H64BF4N4O8 overall in a non-equilibrium geometry.

- highest occupied orbital energy (spin up / spin down) (eV) = -5.181 / -13.151
- expectation value of S² = 0.751

ORCA input file:
```
! wB97M-V def2-TZVPD RIJCOSX def2/J DEFGRID3
* xyz 2 2
C 2.24631 -3.88828 0.42222
O 1.91615 -5.13632 -0.00596
C 2.95469 -5.74346 -0.72000
C 2.40075 -6.93598 -1.46231
N 2.03469 -7.98120 -0.39753
H 2.83805 -8.31571 0.11512
H 1.32582 -7.62193 0.22579
C 1.54947 -9.38106 -0.85851
C -0.03131 -9.41114 -0.98444
O -0.56734 -8.79418 0.14774
C -1.05735 -9.60610 1.20155
H 3.26429 -3.91564 0.81089
H 1.54798 -3.53456 1.18072
H 2.23199 -3.16352 -0.39181
H 3.74487 -6.01503 -0.02003
H 3.47019 -5.10147 -1.43430
H 3.06755 -7.34693 -2.22034
H 1.52180 -6.61861 -2.02339
H 1.74700 -10.02137 0.00120
H 1.98835 -9.61574 -1.82825
H -0.29684 -10.46777 -1.01786
H -0.30500 -8.93391 -1.92541
H -1.25402 -8.93517 2.03777
H -0.22113 -10.13147 1.66286
H -1.79354 -10.37399 0.96393
C -1.18432 -3.33960 -1.81327
O -1.39835 -1.94056 -1.80904
C -1.81551 -1.39120 -0.48772
C -2.36654 -0.03404 -0.81506
N -3.43123 -0.13260 -1.88442
H -3.09210 -0.60080 -2.71259
H -4.17225 -0.67763 -1.46737
C -4.06569 1.21238 -2.33248
C -4.46234 1.05063 -3.83599
O -3.58916 0.45534 -4.69482
C -4.09742 0.60649 -6.04641
H -2.14578 -3.76579 -2.09974
H -0.89417 -3.68431 -0.82075
H -0.28414 -3.58540 -2.37662
H -1.03622 -1.28260 0.26661
H -2.59348 -2.00986 -0.04037
H -1.57764 0.62509 -1.17740
H -2.77784 0.53342 0.01976
H -3.43158 2.07265 -2.11821
H -4.95104 1.33092 -1.70782
H -4.60204 2.07334 -4.18621
H -5.47573 0.65003 -3.81035
H -3.49144 0.07671 -6.78142
H -4.11469 1.68123 -6.22733
H -5.13215 0.28901 -6.17541
C -1.01953 3.14603 3.18692
O -1.63890 4.21609 3.79308
C -0.60648 5.18132 4.14938
C -1.28242 6.23631 5.11794
N -2.45622 6.99985 4.43240
H -2.96312 6.47985 3.73043
H -3.19298 7.31979 5.04471
C -1.97395 8.32313 3.84493
C -3.32691 9.05006 3.38221
O -4.17371 9.34541 4.49660
C -5.56757 9.34346 4.17461
H -0.25125 2.81163 3.88408
H -0.50539 3.41456 2.26407
H -1.77234 2.37875 3.00627
H -0.24706 5.62072 3.21888
H 0.28883 4.76502 4.61113
H -0.49149 6.85381 5.54364
H -1.74517 5.79771 6.00202
H -1.21981 8.00180 3.12651
H -1.60573 8.94997 4.65708
H -3.76069 8.54197 2.52094
H -3.06015 10.01259 2.94578
H -5.84249 8.44360 3.62436
H -5.85352 10.21297 3.58276
H -6.21113 9.33830 5.05432
C 6.24464 3.07952 0.78935
O 6.13149 1.82425 0.11280
C 5.43679 0.72731 0.78609
C 3.90520 0.63169 0.29923
N 3.86349 0.65397 -1.24477
H 4.40723 1.43164 -1.59070
H 4.18085 -0.26796 -1.50824
C 2.45384 0.70483 -1.82806
C 2.53615 0.92822 -3.39690
O 3.23306 -0.13898 -3.88235
C 2.88364 -0.35268 -5.25222
H 6.84784 3.81230 0.25337
H 6.66339 3.07812 1.79570
H 5.33833 3.66385 0.94831
H 5.46360 0.82123 1.87171
H 5.91007 -0.22931 0.56479
H 3.32423 1.49857 0.61404
H 3.51624 -0.32481 0.64837
H 1.91356 1.45853 -1.25523
H 2.03208 -0.27656 -1.61103
H 2.93593 1.89063 -3.71633
H 1.54343 1.02390 -3.83675
H 3.66812 -0.88461 -5.79048
H 2.90143 0.60853 -5.76590
H 1.93746 -0.88417 -5.35406
B 0.61022 0.29837 1.95333
F 0.41848 1.31170 1.05708
F -0.59770 -0.16570 2.36888
F 1.23030 -0.67280 1.25147
F 1.40519 0.74341 2.97823
*
```


Record 2
ORCA calculation (wB97M-V/def2-TZVPD) on a 7-piece molecular cluster, C24H64F6N7O20S6 overall in a non-equilibrium geometry.

- highest occupied orbital energy (eV) = -9.838

ORCA input file:
```
! wB97M-V def2-TZVPD RIJCOSX def2/J DEFGRID3
* xyz 1 1
C -4.90770 -33.20231 -3.72698
O -6.17928 -32.90053 -4.23278
C -6.73592 -31.70376 -3.82807
C -7.87251 -31.36282 -4.75153
N -7.54289 -31.38449 -6.27982
H -7.07015 -32.27356 -6.35834
H -8.40608 -31.29123 -6.79587
C -6.57247 -30.29154 -6.77951
C -6.40884 -30.39389 -8.34741
O -7.62906 -30.12395 -9.00959
C -7.41133 -30.31723 -10.41707
H -4.33124 -33.85900 -4.37856
H -4.95776 -33.67235 -2.74482
H -4.22409 -32.36469 -3.58846
H -5.92875 -30.98172 -3.95146
H -6.92487 -31.67424 -2.75498
H -8.14143 -30.32849 -4.53718
H -8.71110 -32.02747 -4.54392
H -5.59297 -30.46643 -6.33442
H -6.96371 -29.35726 -6.37683
H -6.06308 -31.41183 -8.52724
H -5.66776 -29.70560 -8.75379
H -8.12096 -29.86961 -11.11289
H -7.31387 -31.39081 -10.57841
H -6.49907 -29.84658 -10.78365
C -10.84343 -26.92737 0.64604
O -9.98066 -26.83246 -0.47644
C -9.88075 -28.05305 -1.30937
C -8.82156 -27.85546 -2.37117
N -9.27079 -26.63900 -3.23923
H -10.03087 -26.91108 -3.84616
H -9.69655 -25.97579 -2.60757
C -8.13496 -26.06946 -4.17285
C -8.48643 -24.63070 -4.72144
O -9.19068 -23.95878 -3.70970
C -9.00952 -22.55787 -3.77514
H -11.85137 -27.14094 0.29032
H -10.84755 -25.87832 0.94196
H -10.50156 -27.43892 1.54579
H -10.79458 -28.56865 -1.60462
H -9.51905 -28.84458 -0.65306
H -8.70551 -28.63688 -3.12218
H -7.86248 -27.50586 -1.98902
H -8.02617 -26.85825 -4.91722
H -7.22699 -26.04236 -3.57038
H -9.17322 -24.64504 -5.56774
H -7.61021 -24.06422 -5.03678
H -7.98082 -22.20805 -3.68857
H -9.59263 -22.01104 -3.03416
H -9.43650 -22.15549 -4.69377
C -11.04787 -26.68151 -11.91241
O -11.52113 -27.75523 -11.05541
C -10.93436 -29.08316 -11.22112
C -11.55227 -30.02462 -10.24260
N -12.92946 -30.39782 -10.73180
H -13.49344 -29.55996 -10.72859
H -12.80263 -30.88001 -11.61016
C -13.74528 -31.40425 -9.92993
C -14.52807 -30.70899 -8.81332
O -15.18961 -29.46114 -9.16476
C -16.09667 -29.14002 -8.07672
H -9.99582 -26.40993 -11.82562
H -11.51607 -25.72459 -11.68180
H -11.10091 -26.85773 -12.98676
H -9.86410 -29.08700 -11.01468
H -10.99160 -29.38995 -12.26549
H -11.55708 -29.66455 -9.21380
H -10.93399 -30.91951 -10.17182
H -13.06451 -32.21945 -9.68479
H -14.39318 -31.82811 -10.69717
H -13.92885 -30.74828 -7.90365
H -15.32050 -31.43396 -8.62740
H -15.49493 -29.03015 -7.17453
H -16.84016 -29.91535 -7.89187
H -16.56571 -28.19470 -8.34961
C -13.59399 -25.10480 -1.40084
O -13.66584 -24.56889 -2.75343
C -12.47994 -24.01427 -3.19165
C -12.59100 -23.47890 -4.64426
N -12.75209 -24.62182 -5.62173
H -12.53898 -24.31676 -6.56068
H -12.07988 -25.36917 -5.52334
C -14.13576 -25.20282 -5.64980
C -14.36025 -25.98288 -6.93865
O -14.17444 -25.13131 -7.99677
C -14.26872 -25.79450 -9.27778
H -13.63313 -24.30138 -0.66526
H -12.76545 -25.77667 -1.17674
H -14.43948 -25.76213 -1.19796
H -11.61369 -24.61525 -2.91503
H -12.19828 -23.17501 -2.55572
H -11.58512 -23.12540 -4.87085
H -13.31298 -22.67128 -4.76511
H -14.90371 -24.43084 -5.60074
H -14.28391 -25.90407 -4.82857
H -15.39739 -26.31802 -6.92700
H -13.72001 -26.85421 -7.07641
H -13.61702 -26.65982 -9.39857
H -13.88709 -25.11049 -10.03581
H -15.27109 -25.98812 -9.65969
N -11.37938 -27.08633 -4.96883
S -12.37685 -28.36750 -4.40184
O -11.68165 -29.63658 -4.04042
O -13.70942 -28.38099 -4.98908
F -12.50797 -27.60502 -2.94904
S -10.72508 -27.88573 -6.11044
O -11.57627 -28.23472 -7.21746
O -9.63922 -28.78386 -5.72718
F -9.85112 -26.73476 -6.71696
N -16.54021 -29.67989 -1.07241
S -14.94253 -29.13500 -1.39227
O -14.22135 -29.89404 -2.42266
O -14.19701 -28.43552 -0.38164
F -15.47691 -27.99210 -2.37698
S -16.05942 -31.04056 -0.65537
O -15.20843 -31.13690 0.55420
O -15.77535 -32.03374 -1.67591
F -17.44072 -31.58375 0.00933
N -9.58008 -22.38066 -9.44973
S -9.07245 -21.79445 -8.13373
O -8.28308 -22.61389 -7.20962
O -9.89440 -20.70247 -7.51513
F -8.00873 -20.82240 -8.89620
S -10.28967 -23.74211 -8.77667
O -11.09799 -23.60285 -7.59526
O -9.57118 -24.96880 -9.03384
F -11.44398 -23.88117 -9.87552
*
```


Record 3
ORCA calculation (wB97M-V/def2-TZVPD) on a 6-piece molecular cluster, C24H64NO8P2 overall.

- highest occupied orbital energy (eV) = -3.875
- ΔE to the lowest compared entry with this formula, charge and spin (kcal/mol) = 0.00

ORCA input file:
```
! wB97M-V def2-TZVPD RIJCOSX def2/J DEFGRID3
* xyz -1 1
C 4.59812 -3.97793 0.39982
P 3.54904 -2.72860 -0.46683
O 4.06833 -2.91659 -2.04112
P 4.41133 -0.71930 -0.03029
O 5.27700 -1.21160 1.40884
C 6.02978 -0.17515 1.96128
C 6.32599 0.81735 0.84725
C 7.53161 0.51118 -0.07724
N 8.34040 -0.67987 0.23151
O 5.10564 0.88920 0.14495
H 5.42314 -4.26529 -0.25355
H 5.01809 -3.59251 1.32468
H 4.03161 -4.87797 0.62538
H 4.92574 -2.46286 -2.14616
H 3.26652 -0.36984 0.78308
H 3.66191 -0.27957 -1.19761
H 5.54566 -1.07511 -0.91540
H 5.40206 0.38036 2.67316
H 6.90395 -0.53671 2.50282
H 6.49757 1.81758 1.25945
H 8.19982 1.37083 -0.08996
H 7.14601 0.36545 -1.07976
H 7.74089 -1.48818 0.09174
H 8.58930 -0.67781 1.21277
C 2.82364 2.98202 0.31129
C 3.34817 3.71809 1.52648
O 4.01751 4.94477 1.24179
C 3.26032 5.88372 0.50813
C 1.93447 6.25057 1.15272
H 3.63298 2.74805 -0.37573
H 2.37040 2.04085 0.62214
H 2.06403 3.56263 -0.22144
H 4.08715 3.09873 2.03468
H 2.53551 3.89836 2.24175
H 3.08694 5.51842 -0.51100
H 3.89489 6.76811 0.42338
H 1.28227 5.38051 1.22629
H 1.41688 7.00029 0.55093
H 2.08472 6.65173 2.15703
C -0.40170 -4.00136 0.69802
C 0.30184 -5.33952 0.59495
O 0.91146 -5.77178 1.80347
C 0.05135 -5.93542 2.90843
C -1.05259 -6.95996 2.69640
H 0.29979 -3.23288 1.02343
H -0.80292 -3.71252 -0.27382
H -1.23446 -4.02653 1.40564
H 1.11500 -5.25638 -0.12563
H -0.38093 -6.11305 0.21968
H -0.37586 -4.97213 3.21153
H 0.69776 -6.26259 3.72411
H -1.73458 -6.66604 1.89790
H -1.63887 -7.07188 3.61024
H -0.62698 -7.93017 2.43493
C -1.58650 2.03725 -1.51117
C -1.30980 2.83148 -0.24661
O -0.75578 4.11584 -0.47740
C -1.53742 5.00712 -1.24666
C -2.89922 5.30259 -0.64250
H -0.67373 1.92686 -2.09748
H -1.95403 1.04390 -1.25158
H -2.33935 2.51553 -2.14061
H -0.56357 2.30952 0.35216
H -2.21667 2.90678 0.36597
H -1.64609 4.63763 -2.27349
H -0.95007 5.92439 -1.30345
H -3.51576 4.40500 -0.57460
H -3.43604 6.03190 -1.25100
H -2.78760 5.70528 0.36569
C -3.10724 -1.24333 -3.91769
C -2.30673 -2.37492 -3.29564
O -3.00154 -3.08729 -2.28629
C -4.19739 -3.72902 -2.67611
C -4.01769 -4.76955 -3.76918
H -3.43194 -0.53959 -3.15003
H -2.49088 -0.70840 -4.64051
H -3.99459 -1.60418 -4.44114
H -1.42698 -1.96915 -2.79756
H -1.94204 -3.06019 -4.06887
H -4.95437 -2.99115 -2.96991
H -4.56485 -4.21305 -1.77067
H -3.66320 -4.32845 -4.70137
H -4.96942 -5.26148 -3.97559
H -3.29495 -5.52529 -3.45959
C -7.96402 1.59295 0.44476
C -6.49495 1.60663 0.05690
O -5.75885 2.67733 0.61716
C -5.70710 2.73239 2.03116
C -5.08219 1.50829 2.67794
H -8.44123 2.53304 0.16515
H -8.47568 0.77682 -0.06636
H -8.10422 1.45067 1.51707
H -6.40401 1.73712 -1.02154
H -6.02470 0.64699 0.29932
H -6.70452 2.92162 2.44548
H -5.10162 3.61086 2.25485
H -5.66176 0.60311 2.49253
H -5.02312 1.64805 3.75770
H -4.07430 1.34640 2.29423
*
```


Record 4
ORCA calculation (wB97M-V/def2-TZVPD) on a 8-piece molecular cluster, C24H64O8 overall in a non-equilibrium geometry.

- highest occupied orbital energy (eV) = -9.460
- ΔE to the lowest compared entry with this formula, charge and spin (kcal/mol) = 26.13
- structure (SMILES) = CC(C)O.CC(C)O.CC(C)O.CC(C)O.CC(C)O.CC(C)O.CC(C)O.CC(C)O

ORCA input file:
```
! wB97M-V def2-TZVPD RIJCOSX def2/J DEFGRID3
* xyz 0 1
C -2.29170 -4.93673 -4.81863
C -3.06114 -3.77484 -4.20325
C -2.18835 -2.55792 -3.91356
O -4.14907 -3.44156 -5.06818
H -1.69528 -5.42238 -4.04194
H -1.66491 -4.60476 -5.64662
H -2.94064 -5.73975 -5.17001
H -3.49285 -4.17097 -3.27351
H -2.74348 -1.76799 -3.40159
H -1.86627 -2.06544 -4.83570
H -1.29583 -2.85424 -3.36156
H -4.72059 -2.84981 -4.56539
C -2.09590 -3.27471 0.43181
C -3.36851 -2.72728 -0.20583
C -4.48069 -3.72059 -0.14598
O -3.75337 -1.54801 0.50044
H -2.36076 -3.61781 1.43810
H -1.25082 -2.59729 0.55029
H -1.70385 -4.18593 -0.03450
H -3.21323 -2.40439 -1.24139
H -5.50781 -3.35752 -0.24348
H -4.51081 -4.23478 0.82084
H -4.41499 -4.47447 -0.93509
H -2.98310 -1.00401 0.71198
C 1.07573 -0.19395 4.65945
C 1.83559 1.13731 4.57397
C 3.24305 0.89531 4.06157
O 1.10456 1.96641 3.64556
H 1.56927 -0.83074 5.39038
H 1.11753 -0.65430 3.67213
H 0.03152 -0.00460 4.89294
H 1.80205 1.70313 5.51273
H 3.72904 1.85518 3.87968
H 3.18405 0.29924 3.15095
H 3.82907 0.31215 4.77376
H 1.56660 2.81841 3.57217
C -0.33946 -0.23098 -1.37906
C -0.06111 0.14919 0.05523
C 0.59053 1.52510 0.10327
O -1.32615 0.20961 0.74640
H 0.64424 -0.35363 -1.83616
H -0.89171 0.52549 -1.94587
H -1.02051 -1.07959 -1.46875
H 0.50925 -0.65446 0.53636
H 1.55068 1.42260 -0.41827
H 0.78997 1.92753 1.09529
H -0.01039 2.21868 -0.48422
H -1.21199 0.75925 1.53229
C -2.05555 2.57741 5.39344
C -2.64559 2.47047 3.97975
C -3.43257 3.74240 3.65136
O -1.63220 2.26759 2.99891
H -2.80110 2.66554 6.17802
H -1.42438 3.47308 5.39283
H -1.37877 1.74439 5.58245
H -3.36072 1.64086 3.96525
H -2.92968 4.63196 4.04668
H -4.44755 3.73846 4.04550
H -3.42975 3.89032 2.57024
H -0.78043 2.25799 3.47953
C 0.16000 5.45974 2.87721
C 1.50186 5.66641 3.61020
C 1.28145 5.58766 5.10868
O 2.37873 4.66144 3.10498
H -0.67451 6.00480 3.31023
H -0.00921 4.39661 2.70806
H 0.24904 5.87810 1.86639
H 1.81633 6.65719 3.26955
H 0.74315 6.48160 5.42673
H 2.26775 5.66849 5.58779
H 0.77309 4.70176 5.48049
H 3.24674 4.81858 3.49962
C 3.00836 -2.86966 -3.08250
C 2.78176 -4.33831 -3.26898
C 1.86905 -4.66787 -4.46657
O 4.05785 -4.95128 -3.54105
H 2.16360 -2.32403 -2.66598
H 3.25822 -2.42652 -4.04860
H 3.86516 -2.76419 -2.41303
H 2.35535 -4.78726 -2.36399
H 1.68058 -5.73826 -4.56895
H 2.40000 -4.26373 -5.32595
H 0.87430 -4.24058 -4.31544
H 3.86134 -5.88359 -3.67683
C 1.51363 1.09907 -4.97932
C 3.00695 1.25340 -4.65946
C 3.22356 1.50213 -3.15736
O 3.67754 -0.01618 -4.90077
H 1.03595 1.97146 -4.52619
H 1.07739 0.22569 -4.49960
H 1.36476 1.13494 -6.05539
H 3.51145 1.92401 -5.35862
H 2.66502 2.36838 -2.79667
H 4.29490 1.66696 -3.01580
H 2.92754 0.61052 -2.60927
H 4.55211 0.04287 -4.50661
*
```